(1)
Here is C27H46FN3O6P2S2SiTi as an isolated structure at a distorted geometry from the OMol25 dataset. Energies are from ωB97M-V with the def2-TZVPD basis set.

Spin multiplicity: 2
Net charge: +1

```
89
Properties=species:S:1:pos:R:3:forces:R:3
Ti 0.4156 0.7301 -0.0274 1.231 0.495 0.766
C -2.0223 1.5882 -2.1357 -0.403 0.114 0.102
P -0.4243 2.4630 -1.7486 -1.326 0.888 -1.155
C -0.9474 4.1776 -1.3160 -0.030 0.210 0.294
C 0.2000 2.8522 -3.4431 0.163 0.381 0.189
C 0.4708 1.5787 -4.2027 0.452 -0.691 -0.784
P 1.3189 0.3264 -3.1216 0.492 0.476 -0.817
C 1.5794 -0.9917 -4.3780 0.020 -0.855 -0.010
C 3.0015 1.0894 -3.0465 0.197 -0.153 0.311
H -2.6453 2.1045 -2.8874 0.397 -0.001 0.231
H -2.5920 1.5635 -1.1922 0.201 -0.016 -0.272
H -1.8828 0.5473 -2.4715 0.221 0.385 0.180
H -1.8261 4.1075 -0.6645 0.284 0.178 -0.070
H -1.1945 4.8029 -2.2019 0.188 -0.640 0.437
H -0.1349 4.6733 -0.7521 -0.451 -0.232 -0.214
H 1.0998 3.4955 -3.3139 -0.416 -0.505 -0.154
H -0.5557 3.4723 -3.9608 0.268 -0.236 0.353
H 1.1100 1.7561 -5.0902 -0.348 -0.034 0.311
H -0.4648 1.1090 -4.5709 0.375 0.325 0.237
H 2.1722 -0.6348 -5.2379 -0.338 -0.070 0.268
H 0.5983 -1.3952 -4.7275 0.689 0.380 0.196
H 2.1266 -1.8486 -3.9204 -0.336 0.592 -0.233
H 3.3156 1.5119 -4.0166 -0.131 -0.202 0.333
H 3.7371 0.3198 -2.7187 -0.544 0.569 -0.229
H 2.9966 1.8882 -2.2770 0.066 -0.397 -0.428
C 4.1133 -0.7148 2.3141 -0.122 -0.196 0.030
Si 3.6628 0.4617 0.9084 -0.097 -0.667 -0.057
C 3.5343 2.1505 1.7026 -0.385 0.029 0.296
C 5.0616 0.6455 -0.3220 0.114 -0.240 -0.482
N 2.2278 -0.1650 -0.0154 -0.612 0.650 -0.347
C 2.1482 -1.4571 -0.5305 0.199 1.522 0.413
C 3.1902 -2.3734 -0.5135 0.926 -0.441 -0.061
C 3.0144 -3.6580 -1.0071 0.455 -0.296 -0.177
C 1.8124 -4.0741 -1.5577 -0.762 -0.006 -0.155
C 0.7303 -3.1679 -1.5704 0.037 -0.894 -0.553
C 0.9590 -1.9071 -1.1186 -0.353 0.531 0.955
F -0.1521 -0.9909 -0.9659 0.581 -1.849 -0.655
H 5.1667 -0.5464 2.6216 -0.556 -0.157 -0.134
H 3.9616 -1.7839 2.0457 0.170 0.699 0.339
H 3.4368 -0.4755 3.1604 0.490 -0.247 -0.408
H 4.5458 2.3802 2.1021 -0.497 -0.128 -0.307
H 2.8282 2.1320 2.5512 0.315 0.095 -0.324
H 3.2149 2.9449 1.0162 0.185 -0.121 0.216
H 6.0240 0.6432 0.2178 -0.280 0.140 -0.301
H 4.9293 1.6025 -0.8714 0.288 -0.571 0.292
H 5.0736 -0.1863 -1.0589 0.148 0.528 0.373
H 4.1804 -2.0794 -0.1202 -0.816 -0.219 -0.217
H 3.8633 -4.3429 -0.9704 -0.277 0.134 -0.050
H 1.6702 -5.0814 -1.9779 0.165 0.595 0.351
H -0.2446 -3.4784 -1.9582 0.350 0.244 0.095
O -1.6830 2.2950 1.0759 0.507 0.903 0.264
S -0.5381 2.9017 1.7714 0.295 -0.055 -0.401
O -0.4477 4.3444 1.8606 -0.438 -1.272 0.025
O 0.7357 2.3308 1.1542 -0.526 -0.087 -0.011
C -0.4098 2.1994 3.4039 0.157 0.591 0.457
C -0.2318 3.1701 4.4082 -0.120 -0.276 -0.392
C 0.0667 2.7567 5.6954 -0.114 0.247 0.304
C 0.1535 1.4084 6.0029 0.053 -0.011 0.227
C -0.0484 0.4498 5.0240 0.002 -0.196 0.086
C -0.3044 0.8269 3.7152 -0.179 0.028 -0.156
S -0.2665 -0.6016 2.6024 2.140 1.216 -0.112
O -1.0962 -1.6289 3.1787 0.393 -0.030 -0.104
O 1.1719 -0.7896 2.3342 -2.066 -0.614 1.360
O -0.8421 -0.1238 1.3085 -0.469 0.029 -0.405
H -0.3049 4.2440 4.1677 0.044 -0.816 0.024
H 0.2128 3.5123 6.4655 0.022 -0.230 -0.112
H 0.3939 1.0958 7.0126 -0.056 0.035 -0.054
H 0.0081 -0.6179 5.2530 0.031 0.409 0.025
C -3.7198 -3.5321 0.7493 0.270 -1.534 0.524
C -2.5269 -2.6601 0.3177 1.868 -0.121 -0.252
N -2.9303 -1.4175 -0.3465 -1.274 -0.712 0.570
C -3.8241 -1.8264 -1.4200 0.363 0.305 -1.542
C -5.1109 -2.4965 -0.8892 -0.787 -0.419 -1.003
N -4.9755 -2.7745 0.5705 0.124 0.335 -0.885
C -4.8449 -1.4793 1.2672 -0.662 0.594 1.598
C -3.7301 -0.6499 0.6229 0.652 1.590 -0.406
H -3.6578 -3.8385 1.8059 0.045 0.203 -0.364
H -3.8227 -4.4543 0.1467 0.121 0.443 0.245
H -1.8707 -3.2189 -0.4008 -0.703 0.307 0.658
H -1.8697 -2.4103 1.1738 -0.611 -0.142 -0.351
H -3.2684 -2.5241 -2.0928 -0.407 0.343 0.602
H -4.0701 -0.9592 -2.0831 -0.005 -0.529 0.740
H -5.2969 -3.4612 -1.3945 0.058 0.411 0.269
H -6.0083 -1.8804 -1.0198 0.249 -0.031 0.056
H -5.8092 -3.2902 0.8777 0.499 0.136 0.100
H -4.6353 -1.7075 2.3281 0.042 0.069 -0.464
H -5.8317 -0.9883 1.2530 0.415 -0.088 -0.171
H -3.0306 -0.2022 1.3538 -0.526 -0.526 -0.144
H -4.1403 0.2331 0.0872 0.006 -0.596 0.224
```
Forces are in eV/Å.

Löwdin atomic charge list, values in e, 4 entries: number 1, Ti, carries 0.901; number 2, C, carries -0.248; number 3, P, carries 0.850; number 4, C, carries -0.241


(2)
Here is C47H53CsN4O3P2S as an isolated structure at a distorted geometry from the OMol25 dataset. Energies are from ωB97M-V with the def2-TZVPD basis set.

Net charge: -2

```
111
Properties=species:S:1:pos:R:3:forces:R:3
Cs 0.6785 -0.0554 0.8638 -0.505 -1.207 -0.495
O 0.5211 0.7286 3.3854 0.122 0.166 0.674
C 1.2253 1.4921 4.1337 0.053 0.096 0.040
C 0.7711 2.0312 5.3713 -0.025 -0.025 0.003
C 1.5459 2.8965 6.1185 -0.022 -0.004 0.015
C 2.8206 3.2806 5.7045 0.033 0.020 -0.001
C 3.3074 2.7560 4.5117 -0.012 0.000 0.013
C 2.5477 1.8863 3.7471 0.027 0.055 0.030
C 3.0620 1.2702 2.4976 0.088 0.169 0.017
N 3.1517 1.7742 1.3376 0.025 0.038 0.016
C 2.7626 3.1645 1.1079 0.041 0.079 -0.005
C 1.2496 3.3617 0.9055 0.057 0.073 -0.001
N 0.5873 2.5491 -0.1067 0.058 0.361 -0.222
C 0.9903 2.4292 -1.3158 0.013 0.190 -0.015
C 2.0106 3.0810 -2.1197 -0.001 0.033 -0.026
C 2.4032 4.4118 -1.9460 0.027 -0.027 -0.007
C 3.2802 5.0361 -2.8096 -0.015 0.035 0.023
C 3.7789 4.2982 -3.8986 0.009 -0.010 -0.021
C 3.4085 2.9984 -4.1167 0.011 -0.003 -0.014
C 2.5043 2.2990 -3.2365 -0.024 -0.007 0.011
O 2.1758 1.0991 -3.4225 0.001 -0.002 -0.006
H -0.2190 1.7440 5.7056 0.010 -0.001 -0.007
H 1.1494 3.2859 7.0521 0.001 0.001 0.000
H 3.4191 3.9615 6.2967 0.000 -0.003 -0.001
H 4.3030 3.0234 4.1681 0.000 0.003 0.007
H 3.3562 0.2135 2.5682 -0.083 0.012 0.001
H 3.3067 3.4935 0.2246 0.001 0.013 0.020
H 3.0495 3.8035 1.9494 -0.032 0.009 0.012
H 1.0747 4.4286 0.7228 0.004 0.010 0.033
H 0.7605 3.1267 1.8563 -0.004 0.012 -0.011
H 0.4665 1.6600 -1.8946 0.053 0.043 -0.011
H 1.9905 4.9761 -1.1173 0.002 0.012 0.007
H 3.5693 6.0689 -2.6593 -0.003 -0.002 0.003
H 4.4719 4.7736 -4.5880 0.000 0.001 0.005
H 3.7932 2.4404 -4.9634 0.001 0.000 0.003
C -0.6336 -1.6911 -3.4125 0.011 0.018 -0.012
C -1.7212 -2.7583 -3.3995 0.001 -0.017 -0.023
C -2.9671 -2.2837 -4.1426 0.009 -0.001 -0.001
C -2.0407 -3.1844 -1.9663 -0.007 -0.010 -0.007
C -2.8455 -4.4890 -1.8513 0.010 -0.009 0.010
O -3.9372 -4.1589 -0.9532 -0.041 -0.004 0.040
C -3.8194 -2.8296 -0.7096 0.093 -0.026 -0.052
N -2.8648 -2.1955 -1.2464 -0.030 -0.050 0.031
C -4.8147 -2.2547 0.2122 -0.055 0.031 0.009
C -6.0278 -2.9193 0.3852 0.032 0.006 -0.008
C -6.9937 -2.4140 1.2367 -0.030 -0.017 0.004
C -6.7444 -1.2412 1.9345 0.017 0.005 0.005
C -5.5320 -0.5873 1.7815 -0.018 -0.054 -0.020
C -4.5446 -1.0739 0.9229 -0.041 -0.003 -0.018
P -2.9172 -0.2260 0.7291 -0.045 0.038 0.040
C -3.3272 0.9154 -0.6498 -0.021 0.038 -0.041
C -2.3296 1.1888 -1.5765 0.012 -0.023 0.011
C -2.5400 2.0787 -2.6208 0.011 -0.003 0.023
C -3.7709 2.7011 -2.7513 -0.003 0.012 -0.018
C -4.7833 2.4307 -1.8378 -0.015 0.007 -0.004
C -4.5622 1.5467 -0.7932 0.035 -0.035 0.002
C -2.9454 0.9219 2.1623 -0.100 0.061 -0.041
C -2.7810 2.2992 2.0386 0.047 -0.030 -0.011
C -2.6570 3.0987 3.1682 0.001 0.000 0.004
C -2.7124 2.5358 4.4322 0.001 0.024 0.002
C -2.8648 1.1620 4.5656 0.007 -0.024 0.003
C -2.9598 0.3626 3.4411 0.043 0.048 0.024
H -0.3678 -1.4017 -4.4309 0.013 0.003 0.009
H 0.2728 -2.0457 -2.9178 -0.003 0.012 -0.002
H -0.9753 -0.7920 -2.8965 0.014 -0.046 -0.030
H -1.3286 -3.6557 -3.8923 0.002 0.007 -0.013
H -3.3474 -1.3655 -3.6888 0.002 0.000 -0.002
H -3.7684 -3.0270 -4.1173 -0.009 -0.001 -0.001
H -2.7349 -2.0767 -5.1894 0.004 0.000 0.001
H -1.0958 -3.2982 -1.4315 0.026 0.008 0.055
H -2.2721 -5.3029 -1.4167 0.008 -0.020 -0.006
H -3.2739 -4.8182 -2.8003 -0.014 0.018 0.000
H -6.1948 -3.8396 -0.1571 0.000 -0.004 -0.006
H -7.9346 -2.9362 1.3590 0.000 0.002 -0.001
H -7.4910 -0.8340 2.6061 -0.002 -0.005 -0.002
H -5.3417 0.3149 2.3472 -0.015 0.005 -0.009
H -1.3764 0.6877 -1.4927 0.035 0.027 0.062
H -1.7390 2.2787 -3.3217 0.002 -0.001 -0.001
H -3.9444 3.3959 -3.5642 0.000 -0.003 0.000
H -5.7485 2.9129 -1.9396 0.001 0.000 0.003
H -5.3560 1.3457 -0.0847 -0.021 -0.002 0.018
H -2.7195 2.7504 1.0561 -0.005 0.006 -0.002
H -2.5018 4.1647 3.0537 -0.004 0.001 0.003
H -2.6005 3.1592 5.3107 0.003 0.000 0.000
H -2.8686 0.7080 5.5492 -0.001 0.002 -0.001
H -3.0303 -0.7142 3.5549 -0.012 0.000 0.001
C 4.4053 -4.5155 1.2030 0.034 0.012 -0.014
C 3.2872 -3.4781 1.1835 -0.050 0.004 0.006
P 3.4370 -2.0486 0.0178 0.150 -0.200 -0.085
C 5.2063 -1.5609 0.2441 0.035 -0.048 -0.006
C 5.5323 -0.2092 -0.3918 0.020 0.010 0.012
C 3.4525 -2.9460 -1.5916 -0.030 0.011 -0.015
C 3.6012 -2.0340 -2.8106 0.001 -0.012 0.005
H 4.1576 -5.3378 1.8781 -0.002 0.003 0.011
H 5.3508 -4.0822 1.5378 -0.003 -0.011 -0.008
H 4.5649 -4.9482 0.2151 -0.008 -0.006 -0.009
H 3.1533 -3.0551 2.1850 0.002 -0.001 -0.002
H 2.3392 -3.9558 0.9145 0.013 0.009 0.005
H 5.8641 -2.3501 -0.1365 0.007 0.016 -0.006
H 5.3756 -1.5057 1.3256 -0.016 0.005 -0.004
H 5.4254 -0.2377 -1.4762 -0.008 0.003 0.008
H 6.5593 0.0906 -0.1645 0.003 0.005 -0.009
H 4.8558 0.5609 -0.0189 0.005 0.009 -0.004
H 2.4949 -3.4763 -1.6227 0.023 0.012 0.012
H 4.2328 -3.7136 -1.5925 0.007 0.002 0.002
H 2.9543 -1.1552 -2.7648 -0.012 0.008 -0.016
H 3.3566 -2.5807 -3.7244 -0.001 0.005 0.001
H 4.6256 -1.6716 -2.9159 0.003 0.006 0.000
S -0.0939 -7.2970 -2.0853 -0.027 -0.073 -0.088
C 0.3432 -5.9048 -1.3006 -0.015 0.086 0.120
N 0.6210 -4.9205 -0.7362 0.014 0.010 -0.036
```
Forces are in eV/Å.

Löwdin atomic charge list, values in e, 4 entries: number 1, Cs, carries 1.020; number 2, O, carries -0.346; number 3, C, carries -0.444; number 4, C, carries -0.036


These records have calculated total energy values of -119456.70099; -91665.69022 eV, in the order they appear.